Entry 1:
{"formula": "C39H63BrCl2N10O6S2", "method": "ωB97M-V/def2-TZVPD", "symbols": ["N", "C", "C", "Cl", "N", "C", "O", "C", "C", "C", "C", "C", "S", "O", "O", "Cl", "C", "C", "S", "C", "N", "N", "C", "O", "C", "O", "C", "C", "O", "Br", "H", "H", "H", "H", "H", "H", "H", "H", "H", "H", "H", "H", "H", "H", "H", "H", "H", "H", "H", "H", "H", "C", "C", "C", "C", "N", "H", "H", "H", "H", "H", "H", "H", "C", "C", "C", "C", "N", "H", "H", "H", "H", "H", "H", "H", "C", "C", "C", "C", "N", "H", "H", "H", "H", "H", "H", "H", "C", "C", "C", "C", "N", "H", "H", "H", "H", "H", "H", "H", "C", "C", "C", "C", "N", "H", "H", "H", "H", "H", "H", "H", "C", "C", "C", "C", "N", "H", "H", "H", "H", "H", "H", "H"], "positions_angstrom": [[2.438324, 1.757734, 0.879069], [1.288846, 2.301771, 0.055509], [1.096688, 1.319477, -1.238469], [2.741051, 1.480483, -2.078808], [0.215044, 2.203767, -2.145747], [-0.958370, 1.304127, -2.453530], [-2.158214, 1.839314, -2.654366], [-0.463515, -0.296124, -2.409338], [-1.934954, -1.044704, -2.418945], [-1.922646, -2.651019, -2.215571], [-2.192885, -3.607470, -3.489016], [-2.840379, -2.945089, -4.826273], [-4.711178, -2.794325, -4.834108], [-5.242607, -3.545046, -6.117159], [-5.171782, -1.299812, -5.039182], [-5.671508, -3.614383, -3.173905], [0.218964, -0.441392, -3.881505], [1.542473, -1.372661, -4.010596], [1.394459, -3.127341, -3.380286], [3.174093, -3.653105, -3.032505], [4.429374, -2.874269, -3.456785], [5.631861, -3.447772, -3.064710], [5.173474, -4.692857, -2.311224], [3.695584, -4.834855, -2.308859], [0.419475, -0.185261, -1.044860], [1.608522, -1.020312, -0.828415], [-0.267860, -0.164938, 0.435936], [-1.134801, -1.490768, 0.848833], [-0.689846, -2.746327, 0.940369], [-3.095466, -1.219169, 1.330710], [3.296060, 2.349040, 0.824109], [2.164528, 1.525143, 1.858411], [0.317395, 2.547194, 0.656730], [1.672796, 3.346744, -0.376905], [0.703423, 2.676128, -2.936877], [-2.506694, -0.634549, -3.355631], [-2.512548, -0.585246, -1.478678], [-0.903710, -2.923556, -1.655784], [-2.765922, -2.902961, -1.407485], [-1.230690, -4.220523, -3.842824], [-2.955644, -4.457057, -3.135598], [-2.414381, -1.890395, -5.132837], [-2.567540, -3.668690, -5.736025], [0.523293, 0.650576, -4.256221], [-0.567408, -0.827383, -4.677448], [2.530382, -0.931105, -3.534447], [1.783170, -1.463102, -5.177295], [5.998534, -5.391690, -1.833787], [1.401026, -1.879611, -0.358013], [0.631030, -0.129451, 1.222545], [-0.988595, 0.768505, 0.583103], [0.839925, -7.718406, 1.230835], [1.214569, -6.470784, 0.437148], [-0.002801, -5.644060, 0.018551], [-0.911819, -6.480749, -0.866955], [-1.665895, -7.174855, -1.601479], [0.229788, -8.406856, 0.637502], [1.741010, -8.261509, 1.532663], [0.281258, -7.454468, 2.136065], [1.782378, -6.773011, -0.451363], [1.878089, -5.847621, 1.046762], [0.318887, -4.755269, -0.534476], [-0.563480, -5.311689, 0.898911], [-6.866152, 4.782259, -1.799833], [-5.975835, 3.946522, -2.714019], [-4.512875, 3.929666, -2.266637], [-3.957465, 5.344571, -2.273618], [-3.496767, 6.518310, -2.279370], [-6.566679, 5.835149, -1.796250], [-7.905368, 4.741864, -2.141025], [-6.830432, 4.409633, -0.769742], [-6.047992, 4.339800, -3.735453], [-6.355042, 2.918956, -2.737049], [-3.919773, 3.307361, -2.945044], [-4.423710, 3.512346, -1.257797], [-8.120721, 5.728995, 2.454414], [-9.617407, 5.534522, 2.675697], [-10.162531, 4.281003, 1.988518], [-9.941977, 4.381034, 0.487906], [-9.758962, 4.464015, -0.756907], [-7.883699, 5.870022, 1.395071], [-7.770509, 6.619161, 2.986363], [-7.554240, 4.866207, 2.823074], [-10.148356, 6.421098, 2.307899], [-9.811709, 5.466120, 3.751703], [-11.234448, 4.179205, 2.188271], [-9.659855, 3.384731, 2.367830], [4.601716, -0.799906, 5.349356], [4.890588, -1.051677, 3.872867], [3.982144, -0.245099, 2.942896], [2.530771, -0.626052, 3.185543], [1.326800, -0.942050, 3.386882], [3.586688, -1.107055, 5.620747], [5.292419, -1.374029, 5.974916], [4.719057, 0.261354, 5.596685], [4.776677, -2.123043, 3.666954], [5.934898, -0.793228, 3.665882], [4.237601, -0.449815, 1.897858], [4.107265, 0.828785, 3.118910], [7.532773, -4.691216, 3.086232], [8.976526, -4.366681, 2.715949], [9.693558, -3.540018, 3.785145], [8.973377, -2.215507, 3.978783], [8.375910, -1.116797, 4.139431], [6.927461, -3.784605, 3.185874], [7.069993, -5.306201, 2.308001], [7.484908, -5.243935, 4.031443], [8.984944, -3.827236, 1.760896], [9.523051, -5.303519, 2.561466], [10.727053, -3.345870, 3.479423], [9.717069, -4.080232, 4.737762], [0.848625, 6.907722, 0.743205], [1.436556, 7.314566, 2.090674], [2.781801, 6.645460, 2.379293], [2.609274, 5.135468, 2.404637], [2.466140, 3.882866, 2.425607], [0.637339, 5.834445, 0.701861], [-0.096357, 7.431262, 0.567339], [1.533997, 7.156464, -0.075090], [0.718817, 7.063147, 2.881141], [1.566672, 8.402221, 2.107897], [3.167222, 6.979513, 3.348379], [3.516535, 6.911536, 1.611678]], "forces_ev_per_a": [[-1.018, -0.252, -0.105], [1.765, 0.631, 0.100], [-0.485, 3.542, -0.279], [-0.594, -1.100, 0.448], [-1.844, -3.887, 0.412], [-3.368, 3.864, -0.764], [6.969, -3.774, 0.836], [-2.955, 1.611, -0.451], [0.053, 0.526, 1.459], [-0.145, -0.058, 1.302], [-0.315, -1.293, -0.196], [2.089, -0.835, -0.215], [-4.317, 3.389, -7.740], [2.451, 1.479, 5.261], [2.398, -5.048, 2.272], [1.021, 0.401, -0.583], [0.768, 0.033, -0.327], [2.010, 1.061, -1.567], [1.800, -0.664, 0.577], [6.953, 1.290, -0.380], [-3.499, -2.403, 1.229], [-6.099, -5.368, 3.263], [0.307, 4.215, -2.732], [2.301, 2.965, -1.386], [2.043, 0.485, 0.783], [-1.447, -0.606, -0.579], [-1.262, 0.301, 0.629], [2.505, -6.015, 0.273], [-2.518, 8.454, -0.817], [1.860, -0.051, -0.456], [-1.523, -0.735, 0.366], [0.494, 0.849, -1.359], [1.744, -0.807, -1.171], [-1.193, -2.324, 0.654], [-0.728, -0.646, 0.953], [1.073, -0.943, 1.797], [1.161, -0.992, -2.142], [-2.223, 0.362, -1.477], [1.794, 0.593, -1.820], [-2.029, 1.594, 0.781], [1.757, 1.786, -0.819], [-1.297, -1.965, 0.875], [-1.209, 1.525, 1.997], [-0.342, -2.541, 0.750], [1.430, 0.762, 1.957], [-2.322, -0.735, -0.725], [-0.577, 0.192, 2.561], [-2.708, 1.134, -0.932], [-0.229, 1.431, -0.803], [-2.040, -0.069, -1.802], [1.525, -2.121, -0.332], [0.037, -0.101, 0.085], [0.229, -0.342, 0.060], [-0.444, -0.808, -0.643], [-5.242, -4.387, -4.970], [5.991, 5.496, 5.779], [0.021, 0.137, 0.060], [-0.127, 0.081, 0.008], [0.065, -0.064, -0.117], [-0.087, 0.165, 0.084], [-0.141, 0.071, -0.139], [-0.244, -0.122, -0.018], [-0.045, -0.057, -0.258], [-0.145, 0.035, -0.197], [-0.348, 0.220, 0.057], [0.206, 1.019, -0.375], [3.374, 7.741, 0.078], [-3.668, -9.259, 0.042], [0.081, -0.111, 0.021], [0.295, -0.021, 0.167], [-0.056, 0.047, -0.116], [0.111, -0.136, 0.127], [0.195, 0.072, -0.030], [0.081, 0.273, 0.244], [0.106, 0.186, -0.110], [0.112, 0.071, 0.027], [0.241, 0.328, 0.084], [0.138, 0.331, -1.056], [1.073, 0.267, -8.455], [-1.686, -0.639, 10.055], [-0.056, -0.078, 0.104], [-0.023, -0.154, -0.048], [-0.043, 0.118, -0.060], [-0.020, -0.213, 0.064], [-0.101, -0.080, -0.155], [0.147, -0.068, -0.234], [-0.035, 0.086, -0.220], [0.044, -0.044, 0.120], [0.177, -0.126, 0.352], [-0.839, -0.612, 0.260], [-8.019, -1.898, 1.077], [9.421, 2.472, -1.598], [0.067, 0.082, -0.068], [-0.052, 0.136, -0.086], [-0.016, -0.149, -0.009], [-0.002, 0.161, -0.097], [-0.213, -0.010, -0.089], [-0.335, 0.098, 0.082], [-0.201, -0.126, 0.002], [-0.107, -0.080, -0.019], [-0.309, -0.149, -0.251], [-0.569, 0.935, -0.106], [-3.818, 7.503, 1.312], [4.735, -8.777, -1.318], [0.115, -0.070, 0.041], [0.061, 0.045, 0.138], [-0.034, 0.076, -0.124], [0.122, -0.054, 0.179], [0.063, 0.187, 0.066], [-0.182, 0.168, 0.146], [-0.074, 0.227, -0.059], [-0.099, 0.055, -0.085], [-0.408, 0.050, -0.174], [-0.346, -1.009, 0.082], [-0.629, -8.306, 0.209], [1.072, 10.477, 0.414], [0.074, 0.100, 0.012], [0.165, -0.077, -0.028], [-0.112, -0.047, 0.079], [0.212, 0.062, -0.039], [0.109, -0.157, 0.099], [0.028, -0.275, -0.118], [-0.077, -0.210, 0.082]], "e_tot_ha": -6812.95438, "homo_lumo_gap_ev": 7.80, "homo_ev": -8.822}

Entry 2:
{"formula": "C7H11N2O2", "method": "ωB97M-V/def2-TZVPD", "symbols": ["C", "C", "O", "O", "H", "H", "H", "C", "C", "C", "C", "C", "N", "N", "H", "H", "H", "H", "H", "H", "H", "H"], "positions_angstrom": [[-0.682848, 3.437085, 1.565073], [0.160045, 2.762377, 2.663761], [0.469545, 3.430722, 3.657698], [0.487262, 1.571458, 2.366581], [-1.393565, 4.148312, 1.979173], [-1.244751, 2.654977, 1.042474], [-0.065266, 3.876929, 0.785384], [0.380346, -1.525314, -2.323512], [-0.557338, -2.711499, -2.639237], [0.436678, -1.110629, -0.890576], [-0.536207, -1.128348, 0.070166], [1.376442, -0.548682, 0.948817], [1.640872, -0.785450, -0.330114], [0.090156, -0.765160, 1.227531], [1.382805, -1.683392, -2.719557], [0.018720, -0.688977, -2.919037], [-1.199763, -2.916377, -1.794406], [-1.612420, -1.124732, 0.014632], [2.224063, -0.358079, 1.583312], [-0.292502, -0.355132, 2.072338], [0.019981, -3.630270, -2.800616], [-1.102255, -2.549817, -3.559887]], "forces_ev_per_a": [[-0.642, -0.587, -0.189], [0.317, -0.390, -0.716], [-0.026, 0.061, 0.283], [-0.130, 0.369, 0.711], [0.138, 0.321, -0.027], [-0.048, 0.050, 0.101], [0.232, 0.330, 0.185], [-0.664, 0.306, -0.648], [1.072, -0.339, 0.107], [0.407, -0.816, -0.252], [-0.457, 0.642, -0.219], [1.391, -0.675, -1.616], [-0.186, -0.045, 0.385], [0.279, 0.228, 1.130], [0.109, -0.189, 0.330], [-0.122, 0.333, -0.044], [-0.461, 0.075, -0.005], [0.020, -0.333, -0.052], [-0.665, 0.405, 0.701], [-0.160, 0.085, -0.228], [-0.003, 0.084, 0.112], [-0.402, 0.085, -0.050]], "e_tot_ha": -533.38901, "homo_lumo_gap_ev": 7.82, "total_charge": -1, "e_above_lowest_kcal_mol": 16.29, "homo_ev": -4.393}

Entry 3:
{"formula": "C2H2FIOS", "method": "ωB97M-V/def2-TZVPD", "symbols": ["C", "C", "O", "F", "S", "I", "H", "H"], "positions_angstrom": [[-0.296052, -0.839532, -0.014849], [-1.183019, 0.143345, -0.005950], [0.595092, -1.114950, -0.875017], [-0.354069, -1.588086, 1.102880], [1.630245, 2.200380, 0.287978], [2.582126, 0.171888, -0.473967], [-1.844252, 0.235712, 0.845559], [-1.130070, 0.791241, -0.866637]], "forces_ev_per_a": [[1.015, -0.990, 0.219], [-0.317, 1.863, -0.596], [0.004, 0.206, 0.421], [0.644, -0.921, 0.306], [0.414, -2.230, -0.685], [-1.078, 1.596, 0.585], [-0.114, 0.221, -0.368], [-0.567, 0.255, 0.117]], "e_tot_ha": -948.28004, "homo_lumo_gap_ev": [6.15, 6.15], "homo_ev": [-9.202, -9.203]}